Below is a structure of composition C24H24IrNO2S2, with properties calculated with ωB97M-V/def2-TZVPD.

Structure (XYZ):
```
54
C24H24IrNO2S2 | the OMol25 dataset | ωB97M-V/def2-TZVPD
Ir 0.635 -0.542 1.166
S -0.305 -2.519 1.850
S -0.731 -0.599 -0.692
O 3.252 -2.823 1.338
O 1.803 -1.922 -0.152
N 0.520 0.866 2.259
C 4.977 -4.599 -2.193
C 0.567 2.671 3.816
C -2.506 -3.856 0.918
C -1.820 -1.942 -0.381
C 2.734 -5.302 -2.574
C -3.739 -3.274 -1.057
C -3.551 -4.110 0.042
C 4.551 -3.740 -1.183
C 4.083 -5.398 -2.892
C 2.057 2.719 3.643
C 4.567 -6.358 -3.948
C 2.713 -2.717 0.231
C -2.389 0.645 2.483
C -0.167 1.706 3.081
C -2.188 2.543 4.114
C 2.268 -4.435 -1.587
C 3.189 -3.657 -0.877
C -2.878 -2.206 -1.255
C -1.467 3.488 4.835
C -0.088 3.539 4.675
C -1.633 -2.781 0.729
C -1.576 1.653 3.241
C 5.563 -2.899 -0.448
C 0.790 -4.352 -1.311
H -3.268 2.492 4.227
H 3.785 -6.562 -4.683
H 0.497 4.269 5.230
H -2.347 -4.502 1.776
H 0.258 -5.159 -1.820
H 2.495 3.506 4.263
H -2.111 -0.374 2.766
H 2.507 1.758 3.901
H 5.635 -3.207 0.595
H -4.553 -3.452 -1.752
H 6.036 -4.643 -2.436
H -3.014 -1.550 -2.109
H -4.213 -4.951 0.214
H 0.390 -3.391 -1.640
H 5.258 -1.852 -0.427
H 2.013 -5.910 -3.115
H -3.454 0.793 2.678
H 0.585 -4.399 -0.241
H 2.323 2.892 2.597
H -1.972 4.170 5.510
H 4.865 -7.316 -3.511
H 6.542 -2.980 -0.927
H -2.204 0.703 1.408
H 5.434 -5.959 -4.479
```

## Properties
- Energy above the lowest of the compared OMol25 structures with the same formula, charge and spin: 0.49 kcal/mol
- Net charge: -2
- HOMO level: -0.411 eV
- HOMO-LUMO gap: 0.182 Eh
- 2S+1: 1

natural (NBO) atomic charge list, values in e, 6 entries:
1 Ir 0.701
2 S -0.117
3 S -0.140
4 O -0.716
5 O -0.744
6 N -0.862

***

Below is a structure of composition C19H15BF7N6OSTi, with properties calculated with ωB97M-V/def2-TZVPD.

Structure (XYZ):
```
51
C19H15BF7N6OSTi | the OMol25 dataset | ωB97M-V/def2-TZVPD
Ti -0.173 0.414 -0.240
S 2.352 0.565 0.028
F -2.635 0.297 1.250
F 4.958 0.773 4.415
F 4.813 0.791 1.740
F 0.121 0.292 2.012
F 0.288 0.281 4.688
F -3.095 -0.254 -0.856
F 2.717 0.521 5.924
O -2.818 -5.688 0.510
N -0.104 3.421 -1.167
N -0.064 0.484 -2.315
N -3.875 -3.713 0.225
N -0.188 2.568 -0.134
N 0.020 1.590 -3.083
N -0.111 -1.833 -0.115
C 0.098 -0.159 -4.450
C 3.685 0.666 2.439
C -2.358 0.660 -0.090
C 3.773 0.657 3.819
C -0.023 -0.579 -3.141
C 2.632 0.528 4.596
C 0.116 1.227 -4.359
C -2.771 -4.490 0.311
C 1.404 0.406 3.972
C 0.974 -2.600 -0.283
C -0.313 -4.596 -0.060
C -0.254 3.299 0.985
C 1.360 0.419 2.594
C -0.207 4.651 0.675
C -1.444 -3.808 0.108
C -1.291 -2.435 0.092
C -0.111 4.676 -0.705
C 2.466 0.546 1.770
C 0.911 -3.982 -0.254
B -0.059 3.120 -2.701
H -0.051 5.504 -1.392
H -1.074 3.551 -3.193
H 1.904 -2.068 -0.439
H -0.332 2.817 1.947
H -4.766 -4.166 0.332
H 0.161 -0.761 -5.338
H -3.858 -2.745 -0.044
H 1.814 -4.560 -0.387
H -0.075 -1.578 -2.742
H -0.235 5.488 1.350
H -2.126 -1.774 0.259
H 0.925 3.646 -3.157
H -2.847 1.625 -0.236
H -0.422 -5.673 -0.031
H 0.190 1.978 -5.127
```

## Properties
- Energy above the lowest of the compared OMol25 structures with the same formula, charge and spin: 10.86 kcal/mol
- Net charge: 0
- HOMO level (alpha / beta): -8.345 / -8.353 eV
- HOMO-LUMO gap (alpha / beta): 0.287 / 0.285 Eh
- 2S+1: 2

natural (NBO) atomic charge list, values in e, 6 entries:
1 Ti 1.556
2 S -0.261
3 F -0.383
4 F -0.290
5 F -0.287
6 F -0.318

***

Below is the ion C5H4N with charge +1 in a non-equilibrium geometry, with properties calculated with ωB97M-V/def2-TZVPD.

Structure (XYZ):
```
10
C5H4N | the OMol25 dataset | ωB97M-V/def2-TZVPD
N -0.134 0.103 0.102
C 0.013 1.031 -0.756
C 1.445 -1.162 -1.143
C -0.893 -0.362 1.241
C 2.091 -0.341 -1.967
C 1.183 0.399 -1.457
H -0.188 -0.896 1.908
H -1.615 -1.102 1.156
H -0.416 1.973 -0.812
H -1.485 0.355 1.726
```

## Properties
- Energy above the lowest of the compared OMol25 structures with the same formula, charge and spin: 122.50 kcal/mol
- Net charge: +1
- HOMO level (alpha / beta): -15.452 / -15.448 eV
- HOMO-LUMO gap (alpha / beta): 0.303 / 0.302 Eh
- 2S+1: 1

natural (NBO) atomic charge list, values in e, 6 entries:
1 N -0.185
2 C 0.078
3 C 0.283
4 C -0.469
5 C 0.019
6 C 0.234

***

Below is a structure of composition C34H47CrIO2Se, with properties calculated with ωB97M-V/def2-TZVPD.

Structure (XYZ):
```
86
C34H47CrIO2Se | the OMol25 dataset | ωB97M-V/def2-TZVPD
I 1.708 5.398 -2.163
Se -1.756 1.291 0.978
Cr -0.675 3.038 -0.932
O -0.790 1.342 -1.908
O 0.874 2.563 0.218
C -2.157 -1.235 -4.963
C -1.879 -2.106 -2.169
C -1.754 4.831 -1.626
C 2.448 0.391 2.673
C -1.554 5.193 -0.269
C -1.410 -0.871 -2.595
C 0.222 -1.680 -4.309
C 0.693 3.506 -2.411
C -1.614 -4.790 -0.736
C 3.686 2.045 1.285
C 1.612 -1.429 4.226
C 0.304 -2.089 4.670
C 2.517 -2.518 3.629
C 0.129 -0.036 2.665
C 1.074 1.678 1.151
C 4.372 2.639 2.527
C -3.962 -4.215 -1.413
C -0.611 0.640 -4.558
C -2.549 4.543 0.499
C -0.991 -0.764 -4.076
C -2.777 -3.809 -0.524
C -3.321 3.754 -0.352
C -3.224 -3.915 0.936
C -2.319 -2.396 -0.879
C 4.601 0.971 0.671
C 3.554 3.177 0.264
C -2.296 -1.351 0.030
C -0.004 0.932 1.686
C -1.812 -0.110 -0.344
C 2.287 -0.828 5.467
C -2.807 3.885 -1.662
C 2.358 1.381 1.703
C 1.377 -0.342 3.181
C -1.319 0.184 -1.637
H -0.200 -2.575 3.833
H 2.051 -2.946 2.740
H 2.431 -1.593 6.235
H 0.263 3.563 -3.410
H -1.281 -4.793 -1.774
H -0.377 -1.358 5.110
H -2.639 -1.470 1.049
H 2.917 3.976 0.637
H 1.042 -1.384 -3.653
H -1.414 1.353 -4.375
H 4.842 0.186 1.391
H 4.592 1.880 3.280
H -2.663 4.615 1.571
H -3.028 -0.595 -4.806
H 3.129 2.817 -0.669
H -3.686 -4.218 -2.469
H -2.448 -2.263 -4.745
H -0.414 0.604 -5.634
H 5.315 3.113 2.240
H -1.346 5.347 -2.480
H 5.538 1.421 0.332
H 1.499 2.775 -2.424
H 3.437 0.170 3.060
H 3.730 3.394 2.984
H -0.898 5.973 0.083
H 0.563 -1.610 -5.346
H 4.110 0.506 -0.185
H 4.545 3.593 0.056
H -4.126 3.098 -0.053
H 1.667 -0.032 5.883
H 2.690 -3.319 4.354
H -0.766 -4.504 -0.111
H -1.918 -5.807 -0.468
H 3.263 -0.406 5.222
H -4.314 -5.217 -1.148
H -4.065 -3.250 1.141
H -1.870 -1.180 -6.016
H -3.259 3.482 -2.556
H 0.517 -2.849 5.426
H -0.020 -2.724 -4.098
H -3.543 -4.939 1.144
H -2.408 -3.668 1.618
H 3.484 -2.107 3.336
H 0.280 1.004 -4.053
H -4.785 -3.511 -1.281
H -1.905 -2.909 -2.898
H -0.768 -0.543 2.996
```

## Properties
- Net charge: -1
- HOMO level (alpha / beta): -4.671 / -4.685 eV
- HOMO-LUMO gap (alpha / beta): 0.261 / 0.261 Eh
- 2S+1: 4

Mulliken atomic charge list, values in e, 6 entries:
1 I -0.160
2 Se -0.152
3 Cr 0.675
4 O -0.006
5 O -0.711
6 C -1.781

***

Below is a cluster of 2 separate species, C3H11N4O in total in a non-equilibrium geometry, with properties calculated with ωB97M-V/def2-TZVPD.

Structure (XYZ):
```
19
C3H11N4O | the OMol25 dataset | ωB97M-V/def2-TZVPD
O -1.756 1.025 1.645
N -0.763 1.303 -1.239
N 0.340 1.796 2.025
N 0.715 -2.020 -1.968
N -0.167 -0.434 2.353
C -0.598 0.809 1.960
C 0.152 -0.946 -1.101
C -0.092 0.227 -1.706
H 0.435 -0.497 3.159
H 1.616 -2.347 -1.609
H 0.097 2.702 1.678
H -0.909 -1.123 2.368
H 0.102 -2.834 -2.078
H -0.022 -1.288 -0.098
H 0.283 0.315 -2.725
H 1.307 1.531 2.053
H -1.214 1.247 -0.327
H 0.842 -1.664 -2.921
H -0.366 2.198 -1.470
```

## Properties
- Energy above the lowest of the compared OMol25 structures with the same formula, charge and spin: 38.44 kcal/mol
- Net charge: +1
- HOMO level: -12.997 eV
- HOMO-LUMO gap: 0.349 Eh
- 2S+1: 1

natural (NBO) atomic charge list, values in e, 6 entries:
1 O -0.658
2 N -0.770
3 N -0.829
4 N -0.667
5 N -0.871
6 C 0.765

***

Below is the ion C3H8N2O with charge +1 in a non-equilibrium geometry, with properties calculated with ωB97M-V/def2-TZVPD.

Structure (XYZ):
```
14
C3H8N2O | the OMol25 dataset | ωB97M-V/def2-TZVPD
O 1.476 0.185 -0.887
N -0.995 1.161 1.542
N -0.379 -0.895 -0.210
C 0.284 1.174 0.889
C 0.531 0.053 -0.093
C -0.573 -1.664 -1.442
H -0.433 -2.750 -1.389
H -0.966 0.534 2.344
H -1.585 -1.553 -1.823
H -1.262 -0.591 0.212
H -1.335 2.025 1.947
H 0.720 2.157 0.644
H 0.978 1.133 1.740
H 0.268 -1.425 -2.133
```

## Properties
- Energy above the lowest of the compared OMol25 structures with the same formula, charge and spin: 28.58 kcal/mol
- Net charge: +1
- HOMO level (alpha / beta): -15.480 / -15.031 eV
- HOMO-LUMO gap (alpha / beta): 0.423 / 0.221 Eh
- 2S+1: 2

natural (NBO) atomic charge list, values in e, 6 entries:
1 O -0.121
2 N -0.774
3 N -0.505
4 C -0.334
5 C 0.623
6 C -0.448